Record 1
C19H27F6N5O6SbSc as an isolated structure. Source: the OMol25 dataset; level of theory: ωB97M-V/def2-TZVPD.

LUMO (alpha / beta), eV: -2.783 / -7.252
Highest occupied orbital energy (alpha / beta), eV: -12.220 / -12.220
Total energy, eV: -83422.8220
Total charge: +1
Multiplicity: 2

Last column: Löwdin charge in e.
Geometry (Å):
Sc  -0.15047  -0.89916  -0.46815  1.07
O  -1.14014  -1.45901  3.21320  0.12
C  -0.22852  -1.53844  2.41760  -0.54
O  0.11365  -0.65766  1.51511  -0.15
C  0.59563  -2.85560  2.36629  -0.06
C  1.91833  -2.59128  1.62197  -0.20
C  2.82174  -3.81913  1.64557  -0.06
C  2.11195  -4.76142  0.63473  -0.06
C  0.91022  -3.91635  0.21069  -0.21
O  1.44378  -2.56501  0.23397  -0.13
C  -0.03590  -3.90162  1.42923  0.00
C  -1.47765  -3.32522  0.87466  -0.44
O  -2.40486  -3.93935  1.36810  0.33
O  -1.39192  -2.38776  0.06964  0.01
H  0.68838  -3.21821  3.38329  0.17
H  2.38071  -1.64892  1.86719  0.17
H  3.82313  -3.56142  1.30846  0.13
H  2.89814  -4.23421  2.65083  0.13
H  2.72148  -4.94797  -0.24412  0.13
H  1.81607  -5.72386  1.05507  0.13
H  0.47330  -4.13947  -0.74912  0.16
H  -0.23281  -4.86982  1.86755  0.16
F  -1.38404  -0.78315  -2.23303  -0.35
Sb  -0.63576  -2.01099  -3.56680  1.42
F  -2.13183  -1.89061  -4.61318  -0.29
F  -1.29397  -3.41795  -2.56603  -0.30
F  0.74544  -1.88164  -2.13898  -0.35
F  0.49028  -3.11138  -4.50521  -0.29
F  0.13194  -0.50462  -4.29823  -0.31
N  -3.75950  0.96206  3.64184  0.20
C  -3.90174  2.00709  2.78023  -0.48
O  -4.48877  3.03150  3.06531  0.08
C  -3.27594  1.86411  1.41663  -0.09
C  -3.64232  2.76125  0.42771  0.04
C  -3.02504  2.68713  -0.81062  -0.02
C  -2.05819  1.72378  -1.01465  -0.12
N  -1.69834  0.85722  -0.06562  0.01
C  -2.30414  0.93083  1.12692  -0.07
H  -4.14164  1.06482  4.56412  0.12
H  -3.25413  0.12337  3.42341  0.08
H  -4.39300  3.50945  0.65244  0.14
H  -3.28591  3.36415  -1.61278  0.12
H  -1.55592  1.62960  -1.96568  0.12
H  -1.95671  0.23619  1.87716  0.09
C  0.42895  4.10209  -0.20666  -0.03
N  0.96194  2.75548  -0.00956  -0.13
C  0.77069  2.19209  1.32052  -0.02
C  1.44171  2.00927  -1.02181  -0.42
N  1.25035  0.69509  -1.01596  0.06
N  2.05965  2.64596  -2.03714  -0.14
C  2.24049  1.98393  -3.32671  -0.03
C  2.90184  3.82597  -1.81409  -0.03
H  -0.59930  4.12831  0.16135  0.09
H  0.42436  4.35777  -1.26209  0.09
H  1.00198  4.85335  0.33902  0.10
H  1.25549  2.83508  2.05659  0.10
H  1.20154  1.19988  1.37107  0.07
H  -0.29150  2.12499  1.56929  0.08
H  1.85636  0.25243  -1.69458  0.06
H  3.15703  1.38485  -3.35159  0.10
H  2.31672  2.74508  -4.10014  0.10
H  1.39153  1.34785  -3.55774  0.07
H  2.95599  4.06154  -0.75543  0.09
H  2.52721  4.69530  -2.35503  0.10
H  3.91199  3.61234  -2.16599  0.10



Record 2
A 2-piece molecular cluster, C3H10N4O overall. Source: the OMol25 dataset; level of theory: ωB97M-V/def2-TZVPD.

LUMO, eV: 0.587
Highest occupied orbital energy, eV: -9.078
SMILES: [H]/N=C\N.NCC(N)=O
Total energy, eV: -11280.7960

Last column: Löwdin charge in e.
Geometry (Å):
C  0.08168  1.58353  -1.26051  -0.19
C  -1.16532  0.50346  -1.06929  -0.56
N  -0.94217  -0.72764  -1.59950  0.16
N  1.36525  1.13808  -0.85650  -0.01
O  -2.27972  0.90934  -0.81251  0.04
H  -1.71737  -1.36766  -1.67594  0.12
H  -0.02416  -1.03447  -1.87607  0.09
H  1.35295  0.80308  0.10940  0.04
H  1.74872  0.41669  -1.45560  0.07
H  0.07830  1.86334  -2.31651  0.12
H  -0.24090  2.43008  -0.65336  0.11
N  0.08051  -0.08250  1.58949  0.06
C  0.43588  -1.40543  1.66243  -0.41
N  0.75446  -2.10232  2.66582  0.06
H  -0.05040  0.37632  2.48636  0.10
H  -0.62612  0.19562  0.81895  0.09
H  0.74103  -1.58806  3.54556  0.03
H  0.40737  -1.91146  0.69778  0.10



Per-record strongest force on any atom, eV/A: 2.2, 3.5
Per-record energy above the lowest of the compared OMol25 structures with the same formula, charge and spin, kJ/mol: 39.5, 135.5